No. 1
DFT (ωB97M-V/def2-TZVPD) results for an isolated molecule of C4H3I2N3O.

For the total energy, the calculation gives -988.92702 hartree. The calculation puts the highest occupied orbital energy (alpha / beta) at -0.279 / -0.322 Ha. Its energy above the lowest of the compared OMol25 structures with the same formula, charge and spin is 224.78 kJ/mol. As for the HOMO-LUMO gap (alpha / beta): 0.2090 / 0.2905 Eh.

CARTESIAN COORDINATES (ANGSTROEM)
C 0.9674 3.1938 1.7924
C -0.9088 4.6443 2.0797
C -1.1636 0.9597 0.1147
C -0.1900 -0.0016 -0.4670
N 0.2003 4.2713 2.0519
N 0.4427 2.1548 1.3055
N -0.7047 1.8609 0.9960
O -2.3687 0.9013 -0.0982
I 3.0106 3.2298 2.3241
I -2.7836 4.3292 1.4760
H 0.6197 -0.2306 0.2399
H 0.2422 0.6035 -1.1998
H -0.4354 -0.9316 -0.8787

No. 2
DFT (ωB97M-V/def2-TZVPD) results for a 2-piece molecular cluster, C4H10BFO2 overall.

For the total energy, the calculation gives -433.55494 hartree. The calculation puts the highest occupied orbital energy (alpha / beta) at -0.298 / -0.275 Ha. Its energy above the lowest of the compared OMol25 structures with the same formula, charge and spin is 279.48 kJ/mol. As for the HOMO-LUMO gap (alpha / beta): 0.3109 / 0.2773 Eh.

CARTESIAN COORDINATES (ANGSTROEM)
B -0.0173 -1.5486 0.3934
C 0.2138 0.4077 2.1315
C -0.6298 1.3890 -1.7464
C -0.6287 -0.3057 1.0226
C 0.7199 1.0686 -1.1189
O -0.7794 -2.2507 -0.6013
O 1.2397 -1.9394 0.6060
F 1.3026 1.7727 -0.2067
H 0.6852 1.1967 1.5722
H -0.4533 0.7098 2.8923
H 0.8689 -0.3895 2.4444
H -0.9510 0.4990 -2.0959
H -0.5700 2.1309 -2.6132
H -1.2829 1.7986 -1.0240
H -1.5450 0.1224 0.7392
H 1.2105 0.1763 -1.4066
H -0.3693 -3.1448 -0.5877
H 1.6575 -2.7711 0.2303

No. 3
DFT (ωB97M-V/def2-TZVPD) results for an isolated molecule of C4H9N2OS.

For the total energy, the calculation gives -740.49972 hartree. The calculation puts the highest occupied orbital energy (alpha / beta) at -0.348 / -0.333 Ha. Its energy above the lowest of the compared OMol25 structures with the same formula, charge and spin is 598.78 kJ/mol. As for the HOMO-LUMO gap (alpha / beta): 0.2837 / 0.2564 Eh. The spin multiplicity is 2.

CARTESIAN COORDINATES (ANGSTROEM)
O -1.3332 1.3313 -1.3213
C -0.5477 0.2908 -0.8213
N 0.4683 -0.6004 -1.3452
C 0.9854 0.2811 -2.3527
N 1.7651 1.4845 -1.8574
C -1.0714 -0.3471 0.4208
C 0.1167 -0.6056 1.3033
S -0.3002 -1.0970 2.9792
H -0.1856 1.4045 -0.6805
H 1.6662 -0.3705 -2.9223
H 0.2212 0.6668 -3.0420
H 2.2295 1.1551 -1.0110
H 1.0295 2.2181 -1.5424
H -1.6164 -1.2265 0.2321
H -1.8421 0.3386 0.8269
H 0.8273 0.2776 1.2836
H 0.6081 -1.4661 0.8758

No. 4
DFT (ωB97M-V/def2-TZVPD) results for a 2-piece molecular cluster, C2H6Se overall.

For the total energy, the calculation gives -2481.13867 hartree. The calculation puts the highest occupied orbital energy at -0.303 Ha. Its energy above the lowest of the compared OMol25 structures with the same formula, charge and spin is 141.42 kJ/mol. As for the HOMO-LUMO gap: 0.3352 Eh.

CARTESIAN COORDINATES (ANGSTROEM)
C -0.0491 -1.7187 -0.1660
C 0.0567 1.6198 0.2834
Se 1.0723 -0.0933 0.1812
H -0.9690 -1.4770 -0.6357
H 0.6636 -2.2275 -0.8064
H -0.3351 -2.3342 0.6938
H 0.6296 2.4795 0.7211
H -0.2075 2.1045 -1.1051
H -0.8616 1.6470 0.8337

No. 5
DFT (ωB97M-V/def2-TZVPD) results for C76H140B3CuMnN2O54 as an isolated structure.

For the total energy, the calculation gives -10018.26471 hartree. The calculation puts the highest occupied orbital energy (alpha / beta) at -0.291 / -0.291 Ha. As for the HOMO-LUMO gap (alpha / beta): 0.2620 / 0.2602 Eh. The spin multiplicity is 6.

CARTESIAN COORDINATES (ANGSTROEM)
Cu 4.3149 -3.0487 2.8865
Mn -1.2889 -2.0290 -4.7190
O -1.1471 -0.8202 -2.8339
C -0.8641 -0.8433 -1.5833
O 0.3345 -0.8467 -1.1011
B 0.2494 -0.6156 0.3643
O -1.1930 -0.7846 0.7473
C -1.8906 -0.8788 -0.3931
O -3.1294 -1.1092 -0.5015
O 0.6856 0.7698 0.7272
C 1.6490 0.7021 1.6078
O 2.4204 1.6343 1.9759
C 1.9464 -0.8267 1.8580
O 1.0724 -1.5492 1.2216
O 2.7830 -1.2391 2.6434
O -1.1913 -3.6655 -3.2840
C -0.8831 -4.3933 -2.2953
O -0.5191 -3.9337 -1.1486
B -0.0867 -5.0150 -0.2663
O -0.5191 -6.2117 -1.0130
C -0.8523 -5.9105 -2.1845
O -1.1424 -6.7298 -3.0369
O -0.6664 -4.9557 1.0651
C 0.3057 -4.8019 1.9481
O 0.1713 -4.6895 3.1604
C 1.6756 -4.6918 1.1843
O 1.3723 -4.9442 -0.0418
O 2.7972 -4.4415 1.6758
O 4.9035 -2.4625 0.5687
C 4.6368 -2.7367 -0.6244
O 4.1309 -1.9861 -1.5288
B 3.8105 -2.7710 -2.7356
O 4.4438 -4.0694 -2.4909
C 4.8991 -4.0978 -1.2762
O 5.3797 -5.0773 -0.7938
O 4.2808 -2.1391 -3.9806
C 3.2385 -1.8402 -4.8297
O 3.3317 -1.1421 -5.8200
C 1.9731 -2.2357 -4.0812
O 2.4028 -2.8475 -2.9561
O 0.8126 -1.9920 -4.3846
C 1.9444 1.8917 -2.7955
C 2.0475 2.9673 -3.6846
C 3.2548 3.1984 -4.4271
C 4.2478 2.2162 -4.2459
C 4.1502 1.0595 -3.3698
C 3.0013 1.0022 -2.5847
N 5.4688 2.3056 -5.1744
O 5.6498 3.3704 -5.7378
O 6.2247 1.3419 -5.1947
H 1.0394 1.6750 -2.2474
H 1.2422 3.6719 -3.8311
H 3.4194 4.0924 -5.0102
H 4.8774 0.2610 -3.3679
H 2.8876 0.2944 -1.7769
C 1.7102 6.1378 -1.0317
C 2.4778 6.3477 -2.1315
C 2.3057 7.4838 -2.8349
C 1.3784 8.4987 -2.4498
C 0.5561 8.2491 -1.3761
C 0.6789 7.0869 -0.6682
N 1.3229 9.7738 -3.2340
O 1.9298 9.8725 -4.2855
O 0.6666 10.6928 -2.7234
H 1.7760 5.2248 -0.4585
H 3.1399 5.5468 -2.4256
H 2.9050 7.6526 -3.7173
H -0.1514 8.9837 -1.0209
H 0.0643 6.9067 0.2013
C 8.2198 -0.1477 -1.0015
O 7.6752 0.7345 -1.9613
C 6.8779 1.8604 -1.5228
C 7.5481 2.7875 -0.4484
O 8.7602 3.4017 -1.0268
C 9.4920 4.0952 -0.0446
H 9.0434 0.2806 -0.4304
H 8.6120 -0.9684 -1.6021
H 7.4536 -0.5170 -0.3198
H 5.9338 1.4985 -1.1156
H 6.6526 2.5437 -2.3416
H 7.6834 2.1857 0.4503
H 6.8506 3.5774 -0.1698
H 10.3657 4.5520 -0.5095
H 9.8663 3.4282 0.7321
H 8.9131 4.8839 0.4360
C -7.6095 -3.8832 -1.4438
O -7.8715 -3.1122 -2.5630
C -7.2339 -1.8188 -2.6202
C -7.8672 -1.0410 -3.7815
O -7.3889 0.2471 -3.9663
C -8.0444 0.8715 -5.0665
H -7.5771 -3.2689 -0.5439
H -6.6037 -4.3017 -1.4799
H -8.3657 -4.6677 -1.4720
H -6.1557 -1.9672 -2.6807
H -7.3807 -1.2405 -1.7080
H -8.9445 -1.0297 -3.6164
H -7.7366 -1.5238 -4.7499
H -7.7255 1.9109 -5.1454
H -9.1230 0.7490 -4.9683
H -7.6930 0.3617 -5.9636
C -5.5241 -1.6353 2.0523
O -5.7304 -1.5662 3.4456
C -6.7894 -0.7215 3.8640
C -6.8562 -0.6412 5.3835
O -7.6822 0.4812 5.8029
C -9.1059 0.1028 5.7576
H -5.2681 -0.7355 1.4929
H -6.3366 -2.1570 1.5467
H -4.6523 -2.2397 1.8019
H -7.6827 -1.0962 3.3644
H -6.6517 0.2793 3.4548
H -5.8504 -0.5194 5.7854
H -7.3226 -1.5253 5.8181
H -9.3694 -0.7167 6.4262
H -9.4473 -0.1250 4.7478
H -9.6010 1.0014 6.1257
C -3.8400 -4.3823 -4.9184
O -3.3005 -3.0162 -5.0881
C -4.3312 -2.1619 -5.6066
C -3.7053 -0.7668 -5.8577
O -2.7551 -0.3275 -4.8018
C -3.0965 1.0177 -4.2420
H -4.7255 -4.4275 -4.2845
H -3.0601 -4.8864 -4.3478
H -4.0341 -4.9291 -5.8411
H -5.2367 -2.0094 -5.0193
H -4.6399 -2.5601 -6.5732
H -4.4330 0.0427 -5.9156
H -3.1987 -0.8064 -6.8220
H -2.3377 1.4041 -3.5617
H -4.0530 0.9717 -3.7213
H -3.2340 1.7783 -5.0107
C 3.1136 6.4699 2.4915
O 3.9938 5.4759 2.8959
C 4.4214 4.6009 1.8625
C 5.3759 3.5161 2.3803
O 6.6951 3.9054 2.4231
C 7.0858 4.9759 3.3016
H 2.2516 5.9631 2.0577
H 3.5896 7.0764 1.7209
H 2.7861 7.1860 3.2451
H 4.9972 5.1473 1.1155
H 3.6444 4.1322 1.2586
H 5.3482 2.6736 1.6892
H 5.0378 3.1942 3.3652
H 7.1566 4.7263 4.3603
H 6.4621 5.8697 3.2852
H 8.0459 5.4359 3.0674
C -0.0384 0.5367 -5.8540
O -0.4698 -0.7941 -6.1338
C 0.0714 -1.4001 -7.3087
C -0.7417 -2.7112 -7.4573
O -0.8381 -3.4419 -6.2166
C -0.2292 -4.7136 -6.2199
H -0.4283 1.2068 -6.6202
H 1.0398 0.6725 -5.9389
H -0.2365 0.8779 -4.8379
H 1.1376 -1.6138 -7.2338
H -0.0866 -0.7766 -8.1887
H -0.4514 -3.3216 -8.3123
H -1.6593 -2.2005 -7.7496
H -0.0473 -5.0656 -5.2045
H 0.6694 -4.7082 -6.8368
H -0.8537 -5.4708 -6.6940
C -1.2523 4.1596 -2.4283
O -0.6311 4.1638 -1.1559
C -1.2895 3.3778 -0.1694
C -0.9806 3.8260 1.2748
O -1.3568 5.1808 1.4632
C -2.7521 5.3601 1.7205
H -0.7487 4.7645 -3.1822
H -2.2488 4.5996 -2.3900
H -1.4059 3.1621 -2.8401
H -0.8864 2.3739 -0.3025
H -2.3588 3.3097 -0.3697
H 0.0887 3.7801 1.4807
H -1.4289 3.1185 1.9723
H -2.9324 6.4339 1.7697
H -3.0477 5.0290 2.7160
H -3.3542 4.9274 0.9216
C -3.2500 2.0854 4.6704
O -2.3028 1.0898 4.9634
C -1.5946 0.6168 3.7949
C -0.6382 -0.4906 4.3178
O -1.2561 -1.5572 4.9573
C -2.2851 -2.1579 4.1928
H -4.0754 1.7128 4.0639
H -2.6669 2.9286 4.3001
H -3.6985 2.3372 5.6315
H -0.9436 1.4334 3.4827
H -2.2503 0.4031 2.9508
H 0.0912 0.0054 4.9581
H -0.1236 -0.9041 3.4505
H -2.8437 -2.9120 4.7472
H -1.9520 -2.4898 3.2095
H -3.0087 -1.3644 4.0059
C 2.4480 -1.4925 5.6045
O 3.6694 -1.9263 5.0255
C 4.7907 -1.2114 5.5305
C 6.0675 -1.4893 4.7249
O 5.8805 -1.2580 3.3985
C 5.9900 0.1048 3.0729
H 1.5797 -2.0738 5.2945
H 2.1695 -0.4673 5.3605
H 2.5014 -1.7176 6.6696
H 5.0430 -1.4292 6.5683
H 4.6309 -0.1355 5.4598
H 6.2263 -2.5431 4.9536
H 6.8685 -0.9143 5.1895
H 6.5392 0.8030 3.7045
H 4.9601 0.4504 2.9836
H 6.4263 0.1151 2.0741
C -7.1182 -7.1635 -2.3003
O -5.8767 -6.7774 -2.8816
C -4.7550 -7.2959 -2.2682
C -4.4218 -6.4929 -1.0083
O -4.2426 -5.1270 -1.2270
C -4.0959 -4.4959 0.0113
H -7.2877 -8.2398 -2.3312
H -7.9013 -6.7925 -2.9615
H -7.2625 -6.7459 -1.3038
H -3.9701 -7.0950 -2.9974
H -4.8945 -8.3633 -2.0968
H -3.5183 -7.0411 -0.7416
H -5.1481 -6.7278 -0.2302
H -5.0375 -4.6267 0.5447
H -4.0010 -3.4290 -0.1909
H -3.1795 -4.7984 0.5180
C -4.3910 1.8643 0.9295
O -4.7779 2.6364 -0.2158
C -5.3607 1.8994 -1.2655
C -5.8255 2.8321 -2.3990
O -4.6797 3.2952 -3.1581
C -4.9323 4.3324 -3.9988
H -4.0563 2.4579 1.7802
H -3.6384 1.1310 0.6395
H -5.2517 1.3560 1.3643
H -6.1730 1.2725 -0.8978
H -4.5483 1.3283 -1.7148
H -6.3908 3.6340 -1.9244
H -6.4527 2.2512 -3.0753
H -4.0923 4.5173 -4.6684
H -5.0880 5.2870 -3.4961
H -5.8519 4.2372 -4.5761
C 2.6072 -5.0956 4.7027
O 3.9240 -4.7489 4.3735
C 4.8015 -5.9006 4.3976
C 5.9869 -5.7686 3.4079
O 6.4375 -4.4367 3.3791
C 7.4479 -4.3197 2.4074
H 2.6919 -5.5597 5.6853
H 2.1920 -5.7503 3.9364
H 2.0294 -4.1716 4.6846
H 4.2568 -6.8339 4.2554
H 5.1871 -5.8099 5.4130
H 5.6791 -6.1202 2.4231
H 6.7785 -6.4356 3.7493
H 8.3282 -4.8706 2.7386
H 7.7605 -3.2787 2.3247
H 7.1937 -4.6399 1.3970
C 2.6352 3.9731 5.3092
O 1.6752 3.6162 6.2711
C 0.7928 2.5291 6.0050
C 0.6154 1.6410 7.2741
O 1.8497 0.9520 7.4799
C 2.8544 1.6373 8.1371
H 3.1122 4.9093 5.5994
H 2.2010 4.1527 4.3256
H 3.4684 3.2853 5.1649
H 1.2159 1.8841 5.2349
H -0.1788 2.9401 5.7306
H 0.0069 0.7989 6.9445
H 0.2798 2.2037 8.1452
H 3.1317 2.6351 7.7972
H 3.7542 1.0363 8.0060
H 2.6182 1.7365 9.1966

No. 6
DFT (ωB97M-V/def2-TZVPD) results for an isolated ion of composition C3H10NO2S and charge +1.

For the total energy, the calculation gives -723.23079 hartree. Its charge is +1. The calculation puts the highest occupied orbital energy (alpha / beta) at -0.306 / -0.554 Ha. Its energy above the lowest of the compared OMol25 structures with the same formula, charge and spin is 99.78 kJ/mol. As for the HOMO-LUMO gap (alpha / beta): 0.1836 / 0.2881 Eh. The spin multiplicity is 3.

CARTESIAN COORDINATES (ANGSTROEM)
C 1.0262 1.6126 -0.5523
C 0.4547 0.2162 -0.6660
C -0.3158 -0.3334 0.9010
N -0.3790 -1.8844 0.6614
O -1.4873 0.1196 1.0389
O 0.4869 -0.1922 2.0160
S -0.8645 -0.1450 -1.8067
H 0.2546 2.4371 -0.1913
H 1.9115 1.7575 0.1566
H 1.4282 2.2099 -1.4323
H 1.1765 -0.6744 -0.7993
H -0.8631 -2.0203 -0.2148
H 0.6586 -2.0557 0.5944
H -0.9351 -2.3357 1.4143
H -1.8404 0.2126 1.9361
H 1.3920 0.1313 1.8904
H 0.0064 -0.2469 -2.9206

No. 7
DFT (ωB97M-V/def2-TZVPD) results for an isolated ion of composition C2H3N2O and charge +1.

For the total energy, the calculation gives -262.28562 hartree. Its charge is +1. As for the structure (SMILES): [H]/N=C\C=[N+]=O. The calculation puts the highest occupied orbital energy (alpha / beta) at -0.574 / -0.574 Ha. Its energy above the lowest of the compared OMol25 structures with the same formula, charge and spin is 504.34 kJ/mol. As for the HOMO-LUMO gap (alpha / beta): 0.2866 / 0.2866 Eh.

CARTESIAN COORDINATES (ANGSTROEM)
H 0.9716 -1.9082 0.7546
N 1.1036 -1.1956 0.0482
C 0.8631 -0.0475 -0.2966
C -0.4525 0.8625 0.1473
N -1.5680 0.4176 -0.0077
O -2.4456 -0.3396 -0.0972
H 1.5204 0.3788 -1.0405
H 0.0075 1.8322 0.4920

No. 8
DFT (ωB97M-V/def2-TZVPD) results for C7H12INO5P2 as an isolated structure.

For the total energy, the calculation gives -1685.14129 hartree. The calculation puts the highest occupied orbital energy at -0.332 Ha. As for the HOMO-LUMO gap: 0.3228 Eh.

CARTESIAN COORDINATES (ANGSTROEM)
C 0.3569 -2.0296 -2.4109
C 0.8382 -0.7446 -2.0174
C 1.2998 0.8295 -1.6949
O 0.2587 1.6803 -2.2907
P 0.3089 3.3150 -1.6935
O 1.1416 3.5205 -0.3659
O 1.0790 4.3006 -2.9549
O -1.3833 3.8108 -1.4831
P -2.3256 2.4816 -2.1695
O -3.8740 3.0314 -2.7541
I -2.8696 1.0755 -0.2021
H -0.3464 -2.8831 -2.8563
H 1.4121 0.9171 -0.5336
H 2.3356 0.9643 -2.2432
H 1.9892 3.8765 -3.0466
H -4.5401 2.3924 -2.3451
C 0.6921 -0.8653 2.7766
C -0.0755 -2.0872 3.2710
C 0.4283 -3.3948 2.6567
C 0.2682 -3.3476 1.1459
N 0.1355 -3.3084 -0.1075
H 0.5773 -0.7251 1.6972
H 0.3176 0.0410 3.2629
H 1.7611 -0.9561 3.0011
H -1.1398 -1.9541 3.0414
H 0.0140 -2.1460 4.3613
H -0.1437 -4.2407 3.0525
H 1.4838 -3.5539 2.9027